(1)
Here is a structure of composition C10H17NO2Pt at a distorted geometry from the Open Molecules 2025 dataset. Energies are from ωB97M-V with the def2-TZVPD basis set.

Results
Kohn-Sham gap (alpha / beta): 6.2 / 8.3 eV
E_HOMO (alpha / beta): -6.484 / -8.531 eV
Expectation value of S²: 2.02
LUMO level (alpha / beta): -0.25 / -0.19 eV
2S+1: 3

Geometry (Å):
C 0.70819 -0.70292 -0.86388
C 0.19147 2.19939 -0.79792
C -0.55792 -1.08502 -1.29352
H 1.36286 -1.45464 -0.39122
C -1.08805 1.97750 -0.43350
H 0.90415 2.73018 -0.07441
H -0.95037 -2.11028 -1.02847
H -1.45624 2.32230 0.58168
C -1.53461 -0.22648 -1.97205
H -2.43342 -0.83308 -2.17302
H -1.22266 0.09962 -2.96595
C 1.44193 0.07654 -1.90087
H 1.22202 -0.41758 -2.90102
H 2.53126 0.24556 -1.79073
C 0.80076 1.54838 -2.02527
H -0.00743 1.50290 -2.77838
H 1.56095 2.29289 -2.35618
C -2.02440 1.05401 -1.16181
H -2.46756 1.71826 -1.90875
H -2.79395 0.64553 -0.48922
Pt 0.80510 0.84366 2.24176
H 0.37098 0.51706 0.64559
N -0.45792 -0.77508 2.40327
C 0.37265 -1.90956 2.92945
C 1.84047 -1.40883 3.26862
O 2.58628 -2.19649 3.80983
O 2.24803 -0.14010 2.99798
H -1.25679 -0.61585 3.03756
H -0.84948 -0.97377 1.43355
H -0.20364 -2.22758 3.82489
H 0.35731 -2.69651 2.13197

(2)
Here is the molecule C10H17NO2S at a distorted geometry from the Open Molecules 2025 dataset. Energies are from ωB97M-V with the def2-TZVPD basis set.

Results
Kohn-Sham gap: 9.9 eV
E_HOMO: -9.488 eV
LUMO level: 0.37 eV

Geometry (Å):
C -1.14007 -1.68936 -0.99725
C -1.25282 -1.42862 0.49777
C -1.19066 0.70677 -1.49383
C -0.33085 -0.56713 -1.51639
C -0.48632 -0.15794 0.72648
C 0.66106 -0.27892 -0.34728
C -1.39572 0.93344 -0.02538
C -0.23845 0.20755 2.23581
C 1.64062 -1.45924 -0.22255
C 1.50791 0.98531 -0.40950
N -2.11618 1.87870 0.44580
O -4.79319 2.53873 0.94237
O -4.26233 1.61459 -1.18166
S -3.97588 2.68524 -0.23937
H -0.78846 -2.71296 -1.32746
H -2.17385 -1.69889 -1.57506
H -2.28556 -1.33420 0.91290
H -0.83302 -2.34943 1.12406
H -0.76398 1.51755 -1.87313
H -2.20858 0.70545 -1.92426
H 0.20814 -0.63024 -2.47369
H 0.41642 1.00391 2.33152
H 0.21750 -0.61635 2.69952
H -1.23988 0.56506 2.65252
H 2.24221 -1.40406 0.74921
H 2.36366 -1.50050 -1.14831
H 1.32323 -2.52546 -0.13349
H 2.37034 0.97109 0.35614
H 0.91656 1.96837 -0.44688
H 2.28854 1.11618 -1.30874
H -1.95440 1.97001 1.44013

(3)
Here is a structure of composition C10H17NOPb at a distorted geometry from the Open Molecules 2025 dataset. Energies are from ωB97M-V with the def2-TZVPD basis set.

Results
Kohn-Sham gap (alpha / beta): 7.5 / 5.8 eV
E_HOMO (alpha / beta): -7.856 / -8.127 eV
LUMO level (alpha / beta): -0.36 / -2.31 eV

Geometry (Å):
C -0.93572 1.33046 -2.25564
C 0.45327 1.19362 -2.55852
C 1.18863 1.98698 -1.62254
C 0.25073 2.60537 -0.73467
C -1.05825 2.17897 -1.11548
Pb 0.06546 -0.51753 0.31379
N -2.01851 0.08067 0.77274
C 0.19961 -3.62132 -0.49712
C 1.11657 -2.87293 -1.13921
H 2.27155 2.12642 -1.60507
H 0.88023 0.61779 -3.37964
H 0.48567 3.33731 0.03805
H -1.98482 2.49550 -0.64837
H -1.75594 0.89108 -2.81569
H 0.89806 -2.34174 -2.07589
H -0.84027 -3.70838 -0.83313
H -2.68011 -0.72019 0.81653
H 2.14463 -2.78069 -0.76702
H 0.47265 -4.18977 0.40331
C -0.68463 0.64629 3.95061
C 0.57541 0.95492 3.16195
C 1.70572 1.09762 4.17281
O 0.93583 -0.07249 2.27704
H -0.51288 -0.27590 4.52364
H -1.55886 0.52242 3.30502
H -0.86340 1.45921 4.66247
H 0.43677 1.90090 2.60250
H 1.77740 0.15589 4.73196
H 2.68876 1.25138 3.72296
H 1.49796 1.89383 4.89151

(4)
Here is the molecule C10H17NOS at a distorted geometry from the Open Molecules 2025 dataset. Energies are from ωB97M-V with the def2-TZVPD basis set.

Results
Kohn-Sham gap: 9.2 eV
E_HOMO: -8.367 eV
SMILES: C[C@H]1O[C@]2(CS1)CN1CCC2CC1
LUMO level: 0.83 eV

Geometry (Å):
O 1.06621 -0.56638 -1.03266
S 2.93923 0.81877 -0.00049
N -1.65977 -1.20565 0.95895
C 2.80473 -0.06159 -2.62907
C 1.71546 0.09098 1.13275
C 1.96804 0.42395 -1.45507
C -1.85760 -0.18165 1.97980
C -2.25899 -0.81532 -0.32376
C -0.22108 -1.45018 0.81069
C -1.28416 1.16083 1.49820
C -1.58826 0.46400 -0.84790
C -0.50754 0.92986 0.16113
C 0.51027 -0.21761 0.26386
H 3.73250 0.47508 -2.60964
H 2.32115 0.08817 -3.61757
H 2.98911 -1.13249 -2.51556
H 2.09218 -0.82513 1.56146
H 1.51533 0.76613 1.94094
H 1.41517 1.32845 -1.71094
H -1.29808 -0.50089 2.87353
H -2.89684 -0.06107 2.23220
H -3.30766 -0.66468 -0.18766
H -2.14265 -1.60353 -1.06685
H 0.19681 -1.73897 1.76675
H -0.07263 -2.31701 0.14243
H -0.57547 1.59803 2.23841
H -2.07782 1.86726 1.31091
H -1.17963 0.25943 -1.83340
H -2.36367 1.21244 -0.91081
H 0.02564 1.85875 -0.13064

(5)
Here is the molecule C10H18 at a distorted geometry from the Open Molecules 2025 dataset. Energies are from ωB97M-V with the def2-TZVPD basis set.

Results
Kohn-Sham gap (alpha / beta): 7.9 / 8.2 eV
E_HOMO (alpha / beta): -7.353 / -7.425 eV
LUMO level (alpha / beta): 0.59 / 0.74 eV

Geometry (Å):
C 0.54285 -1.37816 0.38244
C -0.32362 -0.49913 0.81702
C 1.26346 -1.02729 -0.90592
C 0.79786 -2.72248 1.00312
C 0.58008 -1.32034 -2.19894
C 2.25988 0.08034 -0.92069
C -2.20086 0.74933 1.67861
C -1.43648 1.16628 -0.65869
C -0.01827 1.91168 1.27446
C -0.96481 0.81793 0.76051
H 0.16554 -2.86607 1.87628
H 1.84281 -2.80014 1.30134
H 0.59924 -3.51397 0.28163
H -0.21323 -2.05243 -2.06943
H 1.32031 -1.72899 -2.89130
H 0.16018 -0.42962 -2.67972
H 2.55959 0.35522 0.08780
H 1.91389 0.97630 -1.45071
H 3.14709 -0.27109 -1.45332
H -2.71566 1.70783 1.68364
H -2.89006 -0.01505 1.32643
H -1.90834 0.50519 2.69677
H -2.01701 2.08693 -0.63763
H -2.05907 0.36928 -1.06011
H -0.58593 1.31201 -1.31777
H -0.55332 2.85619 1.35503
H 0.81816 2.04626 0.59361
H 0.37385 1.64860 2.25408

(6)
Here is a structure of composition C10H18BiCl2N2 at a distorted geometry from the Open Molecules 2025 dataset. Energies are from ωB97M-V with the def2-TZVPD basis set.

Results
Kohn-Sham gap: 5.0 eV
Net charge: -1
E_HOMO: -2.336 eV
LUMO level: 2.70 eV

Geometry (Å):
Bi -0.80651 -2.20521 1.32513
Cl -2.38259 -0.61154 0.25282
Cl 1.01244 -1.09359 2.60452
C -1.93113 -2.13796 3.07807
H -1.43098 -2.03470 4.04901
H -3.02937 -2.18977 2.99124
C 1.17118 -1.49994 -1.80812
C 0.65770 -2.52606 -1.18214
H 2.03183 -0.96611 -1.39685
C -0.54372 -3.29090 -1.70286
H 1.16832 -2.93488 -0.29014
C -0.71662 -3.11803 -3.21922
H -0.46737 -4.35868 -1.45727
H -1.47865 -2.91437 -1.24206
C -0.60587 -1.65445 -3.64400
H 0.04939 -3.71414 -3.73114
H -1.69253 -3.51335 -3.52014
C 0.64932 -0.94250 -3.09844
H -0.59902 -1.60524 -4.73777
H -1.48313 -1.09274 -3.29777
H 1.43651 -0.97780 -3.86627
H 0.41166 0.12221 -2.96707
C 1.65245 4.79754 1.70394
N 0.67645 3.88643 2.29391
C 0.16445 4.14712 3.63644
C 0.30296 2.81230 1.62294
N -0.02121 1.87442 0.99527
H 1.75670 5.65926 2.36971
H 1.31395 5.12945 0.71163
H 2.62775 4.30227 1.58444
H -0.93497 4.15862 3.63922
H 0.49345 3.37172 4.34392
H 0.54714 5.12063 3.95907